# C5H8O2

One molecule with the formula C5H8O2 in a non-equilibrium geometry (ωB97M-V/def2-TZVPD, the OMol25 dataset).

Summary:
largest force on an atom	2.028	eV/A
SMILES	C=C1[C@@H](O)[C@@]1(C)O
ΔE to the lowest compared entry with this formula, charge and spin	305.3	kJ/mol

Positions of all 15 atoms, in Å:
C: 2.00199 0.61899 0.40317
C: 0.75997 0.27609 0.15207
C: -0.55672 0.94407 0.35855
O: -0.81824 2.08738 -0.40132
C: -0.42078 -0.40328 -0.32794
C: -0.80729 -1.60540 0.48829
O: -0.72572 -0.42426 -1.69230
H: 1.80618 1.47561 1.02672
H: 2.95269 0.16693 0.09195
H: -1.11811 0.99745 1.29015
H: -0.48556 1.91894 -1.29380
H: -1.86882 -1.80303 0.34397
H: -0.61427 -1.42682 1.55500
H: -0.20873 -2.46694 0.18176
H: 0.10339 -0.35571 -2.17628

Forces on the atoms, in the same order (eV/Å):
-0.5 0.0 0.1
-0.2 0.2 0.1
-0.3 -0.2 0.2
0.1 0.0 -0.2
-0.2 -0.2 0.0
-0.2 -0.2 -0.1
0.1 -0.2 -0.3
1.9 0.6 0.3
-0.6 0.3 0.3
0.4 -0.1 0.0
-0.2 0.1 0.0
0.0 -0.2 0.0
-0.1 0.0 -0.3
-0.2 0.0 0.0
-0.1 -0.2 -0.1

How positive or negative is each atom? The natural (NBO) charges in e answer that:
1. C -0.383
2. C -0.073
3. C 0.031
4. O -0.687
5. C 0.180
6. C -0.610
7. O -0.695
8. H 0.225
9. H 0.218
10. H 0.189
11. H 0.471
12. H 0.221
13. H 0.221
14. H 0.214
15. H 0.478

=====

# C2H3NO3S

C2H3NO3S as an isolated structure in a non-equilibrium geometry (ωB97M-V/def2-TZVPD, the OMol25 dataset).

Summary:
largest force on an atom	3.819	eV/A
ΔE to the lowest compared entry with this formula, charge and spin	142.1	kJ/mol

Positions of all 10 atoms, in Å:
C: 1.52176 1.17320 -0.17066
C: -1.40057 -0.26095 0.27364
N: 1.83709 0.27627 0.58163
O: 0.81483 -0.90785 -1.36337
O: 1.32333 2.12645 -0.76683
O: -0.35349 -1.05797 0.82859
S: 1.10516 -1.16179 0.03092
H: -1.23730 0.74497 0.59851
H: -2.34469 -0.79639 0.71410
H: -1.26613 -0.13594 -0.72651

Forces on the atoms, in the same order (eV/Å):
0.6 1.6 0.4
-1.0 -1.1 3.5
0.0 -1.2 0.7
0.0 -0.2 -0.7
-0.4 0.8 -1.0
1.7 -0.8 -0.2
-1.5 -0.7 0.9
-0.5 0.8 1.0
1.5 1.5 -1.4
-0.4 -0.7 -3.3

How positive or negative is each atom? The natural (NBO) charges in e answer that:
1. C 0.885
2. C -0.273
3. N -0.801
4. O -0.953
5. O -0.438
6. O -0.713
7. S 1.695
8. H 0.177
9. H 0.219
10. H 0.202

=====

# C15H27N4O7

A 2-piece molecular cluster, C15H27N4O7 overall in a non-equilibrium geometry (ωB97M-V/def2-TZVPD, the OMol25 dataset).

Summary:
largest force on an atom	1.843	eV/A
net charge	+1
ΔE to the lowest compared entry with this formula, charge and spin	0.0	kJ/mol

Positions of all 53 atoms, in Å:
O: -2.35893 -1.61396 -3.65827
O: -0.28263 -0.14156 2.54988
O: 1.48137 -2.69935 -6.17361
O: -2.71551 0.73994 1.73267
O: 0.51354 -0.55565 5.17555
O: 1.76744 0.96506 6.94055
O: -0.52268 2.95543 4.83928
C: -1.66330 -2.61945 -3.78632
C: -0.89676 0.47797 3.42205
C: 1.15613 -1.56527 -5.85656
C: 0.73443 -0.25197 -0.96040
C: 0.33306 -0.25222 -2.26659
C: -1.29618 0.63589 -1.06137
N: -0.29546 0.30079 -0.22428
N: 1.51811 -0.48501 -6.56000
N: -0.38815 -2.56371 -4.17384
N: -0.93366 0.30631 -2.31552
C: -2.23291 -3.98934 -3.50172
C: -2.20044 1.18798 3.00842
C: 2.33249 -0.53449 -7.77592
C: 1.45014 3.32392 6.92363
C: -0.38388 0.53269 4.87776
C: 0.79636 1.97229 6.63075
C: 0.35098 1.86066 5.15142
C: 1.13871 -0.75514 -3.44299
C: 0.30211 -1.33307 -4.60183
H: -3.02861 -0.18334 1.80932
H: 1.10651 -0.28954 5.91964
H: 2.11281 1.08600 7.84635
H: -0.07948 3.80889 5.00579
H: 1.67317 -0.63269 -0.57241
H: -2.27987 0.98128 -0.75194
H: -0.33950 0.32646 0.80055
H: 1.19836 0.41814 -6.24995
H: 0.09980 -3.43835 -4.32069
H: -1.58925 0.16572 -3.08569
H: -1.67932 -4.45487 -2.68751
H: -2.15570 -4.60713 -4.39610
H: -3.28152 -3.89022 -3.22248
H: -2.95402 1.02983 3.78645
H: -2.01169 2.26354 2.94919
H: 2.69492 0.46255 -8.03310
H: 1.73743 -0.92300 -8.60552
H: 3.18998 -1.19582 -7.62678
H: 1.83762 3.34382 7.94711
H: 0.72627 4.13788 6.82396
H: 2.28101 3.50503 6.23477
H: -1.24862 0.46784 5.54572
H: -0.07952 1.85109 7.27970
H: 1.24085 1.90712 4.51115
H: 1.73704 0.08033 -3.81145
H: 1.83286 -1.52392 -3.09536
H: -0.44593 -0.59538 -4.89346

Forces on the atoms, in the same order (eV/Å):
0.1 0.4 0.0
-0.5 0.9 1.3
-0.1 0.2 0.2
0.5 -0.1 0.7
-0.7 0.8 -0.6
0.1 -0.2 0.1
0.2 -0.1 0.1
-1.2 0.2 0.2
0.8 -0.9 -1.4
0.3 -1.4 -0.1
-0.4 0.1 -0.6
0.5 -0.6 0.0
0.4 -0.7 0.2
-0.4 0.2 -1.1
0.1 0.9 0.1
1.4 0.3 -0.7
0.4 0.1 1.1
0.1 0.2 -0.1
-0.3 -0.6 0.0
0.0 -0.4 0.0
-0.3 0.1 -0.3
0.8 -0.5 0.4
0.5 0.6 0.5
0.1 0.5 0.3
-0.3 0.3 -0.1
-0.5 0.0 0.5
0.3 0.7 0.1
-0.5 -0.1 -0.5
-0.4 0.0 -0.7
-0.2 -0.7 -0.1
-0.4 0.2 0.2
0.4 0.0 -0.1
-0.2 0.0 0.2
0.0 0.0 -0.1
0.1 0.2 -0.2
0.0 -0.1 0.1
0.0 -0.1 0.0
0.0 -0.1 0.1
0.2 0.0 0.0
0.1 0.1 0.0
0.0 -0.2 -0.1
-0.2 -0.1 0.2
0.1 0.0 0.0
-0.2 0.1 0.0
-0.1 0.0 -0.1
0.1 0.0 0.2
0.0 -0.1 0.1
-0.2 0.1 -0.1
-0.1 -0.1 -0.2
0.0 -0.2 0.1
0.1 0.0 -0.1
0.0 0.1 0.0
-0.3 -0.1 0.1

How positive or negative is each atom? The natural (NBO) charges in e answer that:
1. O -0.690
2. O -0.573
3. O -0.614
4. O -0.732
5. O -0.715
6. O -0.746
7. O -0.735
8. C 0.697
9. C 0.586
10. C 0.658
11. C -0.054
12. C 0.142
13. C 0.256
14. N -0.469
15. N -0.598
16. N -0.606
17. N -0.482
18. C -0.708
19. C -0.179
20. C -0.417
21. C -0.639
22. C -0.011
23. C 0.078
24. C 0.076
25. C -0.431
26. C -0.126
27. H 0.484
28. H 0.511
29. H 0.498
30. H 0.490
31. H 0.254
32. H 0.264
33. H 0.484
34. H 0.393
35. H 0.430
36. H 0.484
37. H 0.235
38. H 0.242
39. H 0.251
40. H 0.203
41. H 0.241
42. H 0.216
43. H 0.214
44. H 0.226
45. H 0.227
46. H 0.211
47. H 0.220
48. H 0.190
49. H 0.177
50. H 0.184
51. H 0.236
52. H 0.248
53. H 0.222

=====

- Which value of largest force on an atom does entry 1 give?
  2.028 eV/A

=====

- Among the records above, which one has the highest largest force on an atom?
  C2H3NO3S

=====

- Which formula does entry 1 have?
  C5H8O2

=====

- The lowest largest force on an atom belongs to which entry?
  C15H27N4O7